1.
{"formula": "C29H41OP2Zr", "method": "the ωB97M-V functional and the def2-TZVPD basis", "max_force_ev_per_a": 0.341, "e_homo_ha": -0.6337, "gap_ev": 6.747, "relative_energy_kcal_mol": 6.52, "lumo_ev": -10.50, "energy_ha": -1933.6690, "charge": 3, "elements": ["Zr", "C", "C", "C", "C", "C", "C", "P", "C", "C", "C", "C", "C", "C", "C", "C", "C", "C", "C", "C", "H", "H", "H", "H", "H", "H", "H", "H", "H", "H", "H", "H", "H", "H", "C", "C", "O", "H", "H", "H", "H", "H", "H", "C", "C", "C", "P", "C", "C", "C", "C", "C", "C", "H", "H", "H", "H", "H", "H", "H", "H", "H", "H", "H", "H", "H", "H", "H", "H", "H", "H", "H", "H", "H"], "positions_angstrom": [[0.33979, 0.18782, 0.22904], [-1.78739, -1.30647, 6.77181], [-2.35150, -0.29395, 6.00519], [-1.95156, -0.11348, 4.69192], [-0.98185, -0.96429, 4.15714], [-0.40921, -1.98450, 4.92525], [-0.81908, -2.14924, 6.23623], [-0.47698, -0.81984, 2.46040], [1.30333, -1.14428, 2.24693], [2.16083, -0.05486, 2.51538], [3.53356, -0.18472, 2.32081], [4.05462, -1.38366, 1.84835], [3.21124, -2.45349, 1.55507], [1.83959, -2.33342, 1.73197], [-1.24008, -1.91308, 1.24050], [-2.09294, -2.97702, 1.46889], [-2.55806, -3.70091, 0.37201], [-2.16482, -3.37310, -0.92391], [-1.31944, -2.29867, -1.15354], [-0.85467, -1.52859, -0.07743], [-2.10254, -1.43905, 7.79817], [-3.10115, 0.35665, 6.43405], [-2.38978, 0.67705, 4.09833], [0.34896, -2.63741, 4.50913], [-0.38372, -2.93231, 6.84172], [1.76550, 0.85130, 2.97043], [4.19476, 0.63519, 2.57213], [5.12447, -1.49317, 1.72389], [3.62765, -3.39034, 1.20716], [1.18561, -3.16704, 1.50387], [-2.39059, -3.24409, 2.47561], [-3.22490, -4.53857, 0.53109], [-2.52400, -3.96271, -1.75705], [-1.03213, -2.06561, -2.17254], [2.71698, 1.86020, -0.71678], [2.99742, 0.60981, -1.50841], [1.94268, -0.36497, -1.11827], [3.36308, 2.67525, -1.04538], [2.90667, 1.71612, 0.35032], [1.69188, 2.22515, -0.89089], [3.95995, 0.16914, -1.26061], [2.91316, 0.75347, -2.58285], [2.14460, -1.25901, -1.43546], [-3.19884, 0.64280, -2.31518], [-3.15557, 1.52170, -1.06519], [-4.12816, 2.69956, -1.21243], [-1.45159, 2.11248, -0.67495], [-0.92474, 3.11237, -2.14230], [-0.21970, 2.23070, -3.17826], [-0.11554, 4.36995, -1.82715], [-1.56572, 3.16931, 0.83326], [-2.56285, 2.58989, 1.83780], [-0.17766, 3.27636, 1.47082], [-4.20032, 0.22434, -2.41640], [-2.49572, -0.18936, -2.27419], [-3.00505, 1.22457, -3.21682], [-3.43648, 0.91873, -0.19621], [-3.96685, 3.23360, -2.14886], [-4.08127, 3.42044, -0.39762], [-5.14463, 2.30616, -1.24486], [-1.88237, 3.43133, -2.56339], [0.80324, 1.99937, -2.86826], [-0.14366, 2.76425, -4.12590], [-0.74413, 1.29455, -3.37361], [0.87760, 4.14436, -1.43499], [-0.62048, 5.03690, -1.13017], [0.03176, 4.92687, -2.75304], [-1.89666, 4.16439, 0.52712], [-2.31768, 1.55096, 2.07868], [-3.58923, 2.61458, 1.48091], [-2.52137, 3.16826, 2.76158], [0.21082, 2.27318, 1.75088], [-0.22755, 3.82434, 2.41278], [0.56057, 3.76736, 0.83729]], "forces_ev_per_a": [[-0.28, 0.19, -0.03], [0.01, 0.00, -0.01], [-0.01, -0.01, 0.01], [0.01, -0.01, -0.01], [0.00, -0.04, 0.04], [0.00, 0.01, 0.01], [-0.01, 0.01, 0.01], [-0.07, 0.02, 0.12], [0.04, 0.02, -0.08], [0.01, -0.06, -0.03], [0.01, 0.00, 0.01], [0.00, 0.00, 0.00], [-0.01, 0.01, 0.00], [0.01, 0.01, 0.02], [0.09, 0.04, -0.04], [-0.02, -0.03, -0.02], [0.00, 0.01, 0.01], [-0.01, -0.01, 0.01], [0.03, 0.03, 0.02], [0.04, -0.11, -0.10], [0.00, 0.00, 0.00], [0.00, 0.00, 0.00], [-0.01, 0.01, 0.00], [-0.01, 0.00, 0.01], [0.00, 0.00, 0.00], [-0.01, 0.00, 0.00], [0.00, 0.00, 0.00], [0.00, 0.00, 0.00], [0.00, 0.00, 0.00], [0.00, 0.00, 0.00], [0.00, 0.00, 0.00], [0.00, 0.00, 0.00], [0.00, 0.00, 0.01], [0.00, 0.01, 0.00], [0.02, -0.01, 0.01], [0.00, -0.01, 0.02], [0.09, -0.04, -0.01], [0.00, 0.00, 0.00], [-0.01, 0.00, 0.00], [-0.01, 0.01, -0.01], [0.00, -0.01, -0.01], [0.00, 0.00, -0.01], [-0.01, 0.00, 0.00], [-0.01, 0.00, 0.00], [0.02, -0.01, 0.01], [-0.01, 0.00, 0.00], [0.06, -0.03, 0.06], [0.02, 0.00, -0.01], [0.00, -0.01, 0.02], [-0.02, -0.01, -0.01], [0.01, 0.01, 0.02], [-0.02, -0.01, 0.00], [0.03, 0.01, -0.07], [0.00, 0.00, 0.00], [0.00, 0.00, 0.00], [0.00, 0.00, 0.00], [-0.01, 0.00, 0.00], [0.00, 0.00, 0.00], [0.00, -0.01, -0.01], [0.00, 0.01, 0.00], [0.00, 0.00, 0.00], [0.02, -0.01, 0.01], [0.00, 0.00, 0.00], [0.00, 0.01, 0.00], [0.01, 0.00, 0.01], [0.00, 0.00, 0.00], [0.00, 0.00, 0.00], [0.00, 0.00, 0.01], [0.01, 0.00, 0.01], [0.01, 0.00, 0.01], [0.01, -0.01, 0.00], [-0.03, 0.03, 0.06], [0.03, 0.01, 0.00], [-0.01, 0.00, -0.03]]}

2.
{"formula": "C29H42As2HfN", "method": "the ωB97M-V functional and the def2-TZVPD basis", "max_force_ev_per_a": 0.897, "e_homo_ha": -0.6399, "gap_ev": 7.042, "relative_energy_kcal_mol": 12.44, "lumo_ev": -10.37, "energy_ha": -5703.6134, "charge": 3, "elements": ["Hf", "C", "C", "C", "C", "C", "C", "C", "C", "C", "C", "H", "H", "H", "H", "H", "H", "H", "H", "H", "H", "H", "H", "H", "H", "C", "N", "C", "C", "C", "C", "C", "C", "C", "C", "H", "H", "H", "H", "H", "H", "H", "H", "H", "H", "H", "H", "C", "As", "C", "C", "C", "C", "C", "C", "C", "As", "C", "C", "H", "H", "H", "H", "H", "H", "H", "H", "H", "H", "H", "H", "H", "H", "H", "H"], "positions_angstrom": [[0.28292, -0.10995, 0.24577], [0.44363, -1.33685, 3.54547], [1.12953, -0.01205, 3.88874], [0.27489, 0.84872, 4.80625], [1.51447, 0.66917, 2.59194], [2.50585, 0.09713, 1.77661], [2.92944, 0.71057, 0.59965], [2.39799, 1.94423, 0.18784], [3.02369, 2.73064, -0.92661], [1.36818, 2.48326, 0.96899], [0.93527, 1.85991, 2.14354], [-0.02048, -1.79105, 4.42190], [1.13288, -2.06752, 3.12372], [-0.38594, -1.16526, 2.83888], [2.06963, -0.24241, 4.39873], [-0.71963, 1.02170, 4.38533], [0.74280, 1.81068, 5.02251], [0.13951, 0.33632, 5.75802], [3.01366, -0.79888, 2.10980], [3.74809, 0.26820, 0.04302], [3.76323, 3.40483, -0.48559], [2.30160, 3.35394, -1.45318], [3.55138, 2.09622, -1.63521], [0.96537, 3.45599, 0.71127], [0.20307, 2.35372, 2.76852], [1.38833, 0.50814, -2.66400], [0.13426, -0.04617, -2.07985], [-1.01499, 0.67580, -2.68179], [0.04390, -1.49045, -2.47718], [0.98445, -2.33158, -1.66858], [1.58620, -3.43886, -2.24709], [2.38654, -4.27024, -1.47643], [2.59872, -3.98600, -0.12946], [2.02421, -2.86277, 0.43302], [1.19701, -1.99583, -0.31548], [1.35518, 0.39101, -3.74899], [2.25269, -0.02978, -2.27841], [1.45703, 1.56510, -2.43022], [-0.98827, 0.53804, -3.76448], [-0.94482, 1.73842, -2.45859], [-1.94585, 0.27331, -2.29413], [0.26519, -1.60050, -3.54186], [-0.98537, -1.81763, -2.31648], [1.43229, -3.66170, -3.29697], [2.85100, -5.13843, -1.92651], [3.22258, -4.63770, 0.46808], [2.22228, -2.67164, 1.47927], [-3.52466, 1.73588, -0.66877], [-1.96812, 1.69949, 0.47818], [-1.89847, 3.54661, 1.02732], [-2.64523, 0.74823, 2.03148], [-3.14294, 1.45109, 3.12930], [-3.72672, 0.76620, 4.18515], [-3.81716, -0.62157, 4.15532], [-3.32385, -1.32812, 3.06864], [-2.72936, -0.65145, 2.00473], [-2.12126, -1.63214, 0.44421], [-3.76786, -2.01913, -0.48219], [-1.61371, -3.36390, 1.12941], [-4.36181, 2.06519, -0.05601], [-3.73604, 0.75338, -1.07545], [-3.36790, 2.44035, -1.48364], [-2.92420, 3.89458, 1.13369], [-1.41063, 4.12846, 0.24765], [-1.37127, 3.67511, 1.96833], [-3.10268, 2.53210, 3.16604], [-4.12528, 1.31738, 5.02720], [-4.28224, -1.15222, 4.97619], [-3.40514, -2.40781, 3.06497], [-4.42489, -2.37672, 0.30823], [-3.59325, -2.79854, -1.22042], [-4.18811, -1.14059, -0.95813], [-2.48604, -3.85769, 1.55321], [-0.83067, -3.27108, 1.87618], [-1.23683, -3.95090, 0.29250]], "forces_ev_per_a": [[0.39, 0.65, -0.10], [-0.05, -0.05, -0.02], [0.06, 0.00, -0.01], [-0.04, 0.02, 0.03], [0.01, -0.15, 0.07], [0.02, -0.08, 0.02], [0.13, -0.04, -0.07], [0.04, 0.00, -0.12], [0.00, 0.03, 0.08], [-0.05, 0.00, -0.05], [-0.06, -0.04, 0.06], [0.04, 0.03, 0.02], [-0.01, 0.00, -0.01], [0.00, 0.02, 0.00], [0.00, 0.02, 0.02], [0.01, 0.00, 0.01], [0.00, -0.02, -0.01], [0.00, 0.01, -0.02], [-0.04, -0.04, -0.05], [-0.06, -0.05, -0.05], [0.00, 0.00, 0.01], [0.01, 0.01, 0.01], [0.01, 0.01, 0.01], [-0.08, -0.05, -0.07], [-0.08, -0.05, -0.05], [-0.10, -0.02, -0.09], [0.16, -0.10, 0.29], [0.15, 0.00, -0.05], [0.10, -0.12, 0.03], [-0.01, -0.13, 0.12], [0.01, -0.04, 0.00], [0.02, -0.02, 0.01], [0.00, -0.05, -0.09], [-0.06, 0.10, -0.10], [-0.07, -0.13, 0.08], [0.04, 0.01, -0.01], [0.01, -0.01, 0.01], [-0.01, 0.02, -0.04], [-0.05, 0.03, -0.02], [0.00, 0.02, -0.02], [-0.03, -0.03, -0.01], [-0.13, 0.21, -0.06], [-0.07, 0.04, -0.05], [0.00, 0.00, 0.02], [0.00, 0.02, 0.01], [-0.01, 0.01, 0.00], [0.01, -0.02, 0.00], [-0.04, 0.12, -0.03], [-0.19, -0.36, -0.04], [0.02, 0.09, -0.04], [-0.04, 0.10, 0.06], [0.00, -0.11, -0.01], [-0.01, -0.02, 0.02], [0.00, 0.04, 0.03], [0.08, 0.07, 0.05], [-0.22, 0.00, 0.00], [0.58, 0.17, 0.66], [0.12, -0.02, -0.24], [-0.13, -0.11, -0.12], [-0.06, 0.01, -0.04], [-0.03, 0.05, -0.02], [-0.01, 0.01, -0.02], [0.00, 0.07, 0.04], [-0.02, 0.05, 0.00], [0.01, 0.03, 0.01], [0.00, 0.01, -0.01], [0.01, -0.01, 0.00], [0.00, 0.01, -0.01], [-0.01, -0.01, -0.02], [-0.14, -0.05, -0.09], [-0.05, -0.04, -0.01], [-0.08, -0.06, 0.02], [0.02, -0.06, 0.00], [0.01, 0.02, 0.03], [0.01, -0.04, 0.02]]}

3.
{"formula": "C29H42Br2CoO2Se", "method": "the ωB97M-V functional and the def2-TZVPD basis", "max_force_ev_per_a": 0.796, "e_homo_ha": [-0.2828, -0.2871], "s_squared": 3.7611, "gap_ev": [7.643, 7.625], "lumo_ev": [-0.05, -0.19], "energy_ha": -10212.9852, "multiplicity": 4, "charge": 0, "elements": ["Co", "C", "C", "C", "C", "C", "C", "C", "Se", "C", "C", "C", "C", "C", "C", "O", "C", "C", "C", "C", "C", "C", "C", "C", "C", "O", "C", "C", "C", "C", "C", "C", "H", "H", "H", "H", "H", "H", "H", "H", "H", "H", "H", "H", "H", "H", "H", "H", "H", "H", "H", "H", "H", "H", "H", "H", "H", "H", "H", "H", "H", "H", "H", "H", "H", "H", "H", "H", "H", "H", "H", "H", "Br", "C", "Br", "H", "H"], "positions_angstrom": [[2.29317, -0.60451, 2.14886], [-4.68838, -2.57613, 0.79949], [-4.28904, -1.10598, 0.61726], [-5.40219, -0.23131, 1.19274], [-4.16449, -0.79995, -0.88099], [-2.94539, -0.85499, 1.30222], [-1.81573, -1.53662, 0.87617], [-0.58822, -1.32062, 1.48150], [0.93484, -2.28109, 0.80430], [1.40514, -1.15420, -0.68386], [0.65285, -1.25153, -1.84271], [0.92307, -0.43882, -2.93316], [1.97666, 0.46271, -2.80417], [2.76685, 0.58288, -1.66309], [2.48071, -0.25835, -0.56880], [3.22205, -0.19844, 0.55005], [3.89382, 1.61958, -1.58591], [4.03612, 2.41169, -2.88810], [3.59355, 2.62757, -0.46675], [5.23983, 0.92696, -1.32436], [0.08226, -0.56668, -4.20370], [0.22037, -1.98682, -4.76741], [0.51695, 0.42192, -5.28509], [-1.39040, -0.29696, -3.86826], [-0.43417, -0.43298, 2.56077], [0.74730, -0.26384, 3.16673], [-1.57199, 0.27097, 3.00708], [-2.78317, 0.03464, 2.36156], [-1.47201, 1.27699, 4.15929], [-0.49365, 2.40197, 3.79035], [-1.00355, 0.56754, 5.43845], [-2.82035, 1.93255, 4.46807], [-5.64390, -2.77600, 0.30852], [-4.78912, -2.82069, 1.85858], [-3.94419, -3.24890, 0.37045], [-6.33592, -0.44336, 0.66834], [-5.18691, 0.83229, 1.07177], [-5.56628, -0.42817, 2.25397], [-5.12121, -0.96100, -1.38383], [-3.42499, -1.44187, -1.36153], [-3.86122, 0.23633, -1.04244], [-1.87718, -2.24610, 0.05923], [-0.15759, -1.96992, -1.88087], [2.19476, 1.11067, -3.63791], [3.13644, 2.98433, -3.12182], [4.26510, 1.76561, -3.73827], [4.85902, 3.12075, -2.78100], [2.66970, 3.17035, -0.67841], [4.40549, 3.35561, -0.39367], [3.49175, 2.12943, 0.49462], [5.45428, 0.20040, -2.11177], [5.23873, 0.41091, -0.36774], [6.04235, 1.66880, -1.32338], [1.26049, -2.20443, -5.01768], [-0.38087, -2.09600, -5.67312], [-0.11495, -2.73742, -4.05009], [1.55451, 0.26407, -5.58598], [0.40954, 1.45743, -4.95586], [-0.10879, 0.28833, -6.16953], [-1.77453, -1.01330, -3.14107], [-2.00689, -0.37157, -4.76741], [-1.51579, 0.70262, -3.44744], [-3.65054, 0.57514, 2.70552], [0.50275, 2.01258, 3.59704], [-0.43173, 3.12193, 4.61037], [-0.83844, 2.93270, 2.89999], [-0.02780, 0.10837, 5.30269], [-1.71567, -0.21007, 5.72423], [-0.94308, 1.28714, 6.25910], [-3.21215, 2.49091, 3.61530], [-2.68750, 2.63712, 5.29110], [-3.57106, 1.20213, 4.77690], [4.35058, -1.21170, 3.56057], [4.98458, -2.47492, 2.22422], [4.15130, -4.18532, 2.36374], [6.04853, -2.57871, 2.38938], [4.74558, -2.02466, 1.26664]], "forces_ev_per_a": [[-0.57, -0.39, -0.39], [-0.01, -0.03, 0.01], [0.03, 0.01, 0.00], [-0.04, 0.02, 0.01], [-0.01, 0.02, -0.03], [0.02, -0.06, -0.03], [-0.01, 0.03, -0.02], [-0.16, 0.04, -0.02], [0.17, 0.02, 0.20], [-0.04, 0.03, -0.16], [-0.02, 0.03, -0.01], [-0.01, -0.06, -0.01], [0.05, 0.02, 0.06], [-0.05, 0.02, -0.16], [0.20, -0.05, 0.22], [-0.06, 0.16, 0.23], [-0.02, -0.03, 0.00], [0.01, 0.01, -0.03], [0.01, 0.00, 0.03], [0.01, -0.02, -0.02], [0.00, 0.03, 0.03], [0.01, -0.03, -0.01], [0.00, 0.02, -0.03], [-0.03, 0.02, 0.00], [0.31, -0.05, 0.17], [0.21, 0.25, -0.08], [-0.18, 0.01, -0.05], [0.04, 0.04, 0.05], [0.01, -0.04, -0.03], [0.02, 0.01, 0.00], [0.00, -0.01, 0.02], [-0.02, 0.01, 0.01], [0.00, 0.01, 0.00], [0.00, 0.00, 0.00], [0.00, 0.01, 0.00], [0.00, 0.00, 0.00], [0.01, -0.01, -0.01], [0.00, -0.02, 0.00], [0.00, 0.00, 0.01], [0.01, -0.01, 0.01], [0.00, 0.00, 0.01], [0.00, -0.01, 0.01], [0.01, -0.01, 0.00], [0.01, 0.00, -0.01], [-0.01, -0.01, 0.01], [0.01, -0.01, 0.01], [-0.01, 0.00, 0.00], [0.00, -0.01, 0.00], [0.00, 0.00, -0.01], [0.01, 0.00, 0.00], [0.00, 0.01, -0.01], [0.00, 0.00, 0.01], [0.00, 0.00, 0.01], [0.00, 0.01, 0.00], [0.00, 0.00, 0.00], [0.00, 0.01, 0.00], [0.00, -0.01, 0.00], [-0.01, -0.01, 0.01], [0.00, 0.00, 0.00], [0.00, -0.01, 0.01], [0.01, 0.00, 0.00], [0.01, 0.00, -0.01], [0.00, 0.01, 0.00], [0.00, -0.01, 0.00], [0.00, 0.00, 0.00], [-0.01, 0.00, 0.00], [0.01, 0.00, -0.01], [0.00, 0.00, 0.00], [0.00, 0.00, 0.00], [0.01, 0.00, -0.01], [0.00, 0.00, 0.00], [0.01, -0.01, 0.01], [-0.02, -0.01, 0.11], [0.10, 0.09, -0.12], [-0.02, -0.03, 0.01], [0.00, -0.01, -0.01], [0.01, -0.01, -0.01]]}